{"formula": "C32H26N6O2PbS3", "method": "ωB97M-V/def2-TZVPD", "species": ["Pb", "C", "C", "C", "C", "C", "H", "H", "H", "H", "H", "N", "C", "C", "C", "C", "C", "N", "C", "C", "C", "C", "C", "N", "H", "H", "H", "H", "H", "H", "H", "H", "H", "C", "O", "C", "C", "C", "C", "C", "C", "N", "N", "C", "C", "C", "C", "O", "C", "N", "C", "C", "C", "C", "H", "H", "H", "H", "H", "H", "H", "H", "H", "H", "H", "H", "S", "C", "S", "S"], "positions_angstrom": [[0.126489, 1.789993, -1.754985], [-0.241790, -1.683796, -2.731765], [0.925588, -1.560457, -3.489440], [0.788492, -0.454994, -4.329985], [-0.453213, 0.133750, -4.082973], [-1.102993, -0.652222, -3.094140], [-0.452571, -2.459776, -2.005858], [1.787793, -2.213974, -3.450413], [1.519893, -0.136074, -5.056837], [-0.919973, 0.919051, -4.656434], [-2.117521, -0.515543, -2.755946], [3.927962, 2.233170, -0.800894], [3.486899, 1.068278, -0.233706], [4.062935, 0.655424, 0.984360], [3.719842, -0.578071, 1.495052], [2.803287, -1.366250, 0.806192], [2.252744, -0.848071, -0.354104], [2.584747, 0.325343, -0.861874], [3.639326, 2.764606, -2.044649], [4.327243, 3.921461, -2.436113], [4.105659, 4.418628, -3.702636], [3.238693, 3.746369, -4.552583], [2.588019, 2.630415, -4.061486], [2.781101, 2.149573, -2.844274], [4.387936, 2.879903, -0.174107], [4.761971, 1.304076, 1.494577], [4.162598, -0.924560, 2.421846], [2.521799, -2.340616, 1.174373], [1.512603, -1.382304, -0.929994], [4.973694, 4.440616, -1.742820], [4.586431, 5.332564, -4.021293], [3.026777, 4.119866, -5.542452], [1.860990, 2.092105, -4.650330], [-0.767372, -6.250845, 3.226624], [-1.408003, -5.452729, 2.277333], [-2.090450, -4.329434, 2.711673], [-2.205116, -3.911885, 4.029674], [-2.960358, -2.795317, 4.337410], [-3.611941, -2.053499, 3.344396], [-3.455805, -2.478896, 2.010438], [-2.716989, -3.593066, 1.706598], [-4.524021, -1.099234, 3.718679], [-4.846566, -0.079578, 3.040525], [-4.111007, 0.489920, 2.054515], [-4.845290, 1.162878, 1.060420], [-4.265875, 1.653616, -0.078655], [-2.870961, 1.551876, -0.331119], [-2.354791, 1.936762, -1.411589], [-2.074389, 1.033595, 0.771461], [-0.746711, 1.110327, 0.632027], [0.041220, 0.795259, 1.629647], [-0.455667, 0.389975, 2.867868], [-1.814195, 0.259516, 3.028815], [-2.678834, 0.534830, 1.956458], [-0.299233, -7.063172, 2.668523], [-1.474068, -6.680631, 3.950068], [0.012121, -5.699973, 3.766909], [-1.712074, -4.447846, 4.829180], [-3.051694, -2.471598, 5.364779], [-3.951234, -1.936172, 1.218700], [-2.601845, -3.917047, 0.683593], [-5.920824, 1.201232, 1.183359], [-4.868857, 2.121042, -0.844315], [1.100486, 0.916528, 1.459567], [0.224605, 0.205076, 3.686038], [-2.214311, -0.009890, 3.995920], [1.990118, 6.198462, -1.803032], [1.097370, 4.811401, -1.640763], [0.015780, 4.267001, -2.875812], [1.243331, 3.823035, -0.240218]], "atomic_forces_ev_per_a": [[0.2, -0.5, -0.4], [-0.2, -0.4, 0.4], [0.6, -0.3, -0.1], [0.4, 0.1, -0.2], [-0.8, -0.4, -0.2], [-0.4, 0.3, -0.4], [0.0, 0.0, 0.1], [0.1, 0.0, 0.1], [0.1, 0.1, 0.0], [0.0, 0.2, 0.0], [-0.1, 0.1, 0.2], [0.3, 0.3, 0.4], [0.1, -0.4, 0.2], [-0.1, 0.1, 0.1], [0.0, 0.1, -0.1], [0.1, 0.0, 0.1], [0.1, -0.4, 0.3], [0.2, 0.4, 0.0], [0.2, 0.3, -0.7], [0.0, -0.2, -0.1], [0.0, -0.2, 0.1], [0.0, 0.0, 0.0], [0.3, 0.3, -0.3], [0.2, -0.1, 0.2], [-0.1, -0.2, -0.1], [0.1, 0.0, 0.0], [0.0, 0.0, 0.0], [-0.1, -0.1, 0.0], [-0.2, -0.2, 0.0], [0.0, 0.0, 0.1], [0.0, 0.1, 0.0], [-0.1, 0.0, -0.1], [-0.1, 0.0, -0.1], [0.1, -0.1, 0.2], [-0.3, 0.4, -0.1], [0.0, -0.2, -0.2], [0.4, -0.5, -0.1], [-0.3, 0.6, -0.3], [1.1, -1.0, -0.5], [-0.1, 0.2, 0.2], [0.2, -0.3, 0.1], [-1.1, 0.9, 0.7], [-0.6, -0.3, 0.7], [0.4, 0.3, -0.7], [0.2, -0.2, 0.1], [-0.3, 0.0, -0.2], [-0.2, 0.4, -0.8], [-0.1, -0.1, 0.6], [-0.1, -0.5, 0.7], [0.0, 0.1, 0.2], [0.0, 0.1, 0.0], [-0.2, 0.0, 0.1], [0.3, 0.0, 0.1], [0.1, 0.2, -0.3], [0.0, 0.0, 0.1], [0.0, 0.1, 0.0], [-0.1, 0.0, 0.0], [0.0, -0.1, 0.0], [-0.1, 0.0, 0.1], [0.0, 0.1, -0.1], [0.0, 0.0, -0.1], [0.0, 0.1, 0.1], [0.0, 0.0, -0.1], [0.2, 0.0, 0.0], [0.0, 0.0, 0.1], [-0.1, -0.1, 0.0], [0.2, 0.9, -0.1], [-0.2, -0.2, -0.1], [-0.3, 0.4, -0.2], [-0.1, 0.1, 0.7]], "orbital_gap_ev": 4.85, "e_lumo_ev": 3.763, "total_charge": -2}

***

{"formula": "C32H26O5", "method": "ωB97M-V/def2-TZVPD", "species": ["C", "O", "C", "C", "C", "C", "C", "C", "O", "O", "C", "C", "C", "O", "C", "O", "C", "C", "H", "H", "H", "H", "H", "H", "H", "H", "H", "H", "H", "H", "H", "C", "C", "C", "C", "C", "C", "C", "C", "C", "C", "C", "C", "C", "C", "C", "C", "C", "C", "C", "H", "H", "H", "H", "H", "H", "H", "H", "H", "H", "H", "H", "H"], "positions_angstrom": [[-0.288336, 5.667536, 2.414277], [0.593652, 4.667606, 2.860892], [0.222140, 3.374137, 2.558648], [1.103351, 2.348476, 2.956333], [0.831704, 1.041469, 2.689537], [-0.345980, 0.644254, 2.020596], [-0.630980, -0.727528, 1.765986], [-1.901520, -1.142747, 1.197917], [-2.697841, -0.311449, 0.782883], [-2.205379, -2.481617, 1.135223], [-1.405086, -3.355981, 1.955440], [-1.866424, -3.236183, 3.406467], [-1.628838, -4.790702, 1.453141], [0.008291, -3.079494, 1.900060], [0.367387, -1.756186, 2.004866], [1.518192, -1.449301, 2.285460], [-1.228584, 1.681121, 1.642195], [-0.960384, 2.994679, 1.890369], [0.158806, 6.628653, 2.673027], [-0.407255, 5.608183, 1.329972], [-1.250505, 5.570749, 2.922044], [2.003617, 2.620764, 3.481655], [1.533989, 0.286697, 2.993755], [-1.704833, -2.226384, 3.771450], [-2.924871, -3.464587, 3.485677], [-1.305716, -3.921769, 4.035083], [-1.307583, -4.879657, 0.415480], [-1.058844, -5.495733, 2.056418], [-2.685975, -5.047194, 1.509409], [-2.136124, 1.427600, 1.125185], [-1.670606, 3.742493, 1.580937], [0.676875, -0.227598, -1.623851], [1.751526, -1.198848, -1.493187], [2.790714, -1.067961, -0.559800], [3.877429, -1.909871, -0.585944], [3.967850, -2.906552, -1.539870], [2.952738, -3.068758, -2.462005], [1.859967, -2.238952, -2.431996], [-0.541846, -0.472370, -2.356276], [-1.034337, 0.750688, -2.858431], [-2.126975, 0.782000, -3.708678], [-2.769112, -0.401879, -4.003876], [-2.344189, -1.603602, -3.442016], [-1.236879, -1.655512, -2.625772], [-0.196801, 1.804666, -2.336396], [0.805817, 1.211501, -1.533064], [1.734619, 2.040844, -0.895231], [1.659589, 3.402855, -1.082439], [0.691665, 3.965642, -1.909316], [-0.242075, 3.173156, -2.539961], [2.714175, -0.326108, 0.212205], [4.667201, -1.789502, 0.137503], [4.830222, -3.550879, -1.571205], [3.023509, -3.836300, -3.215792], [1.100095, -2.340742, -3.184447], [-2.451028, 1.717071, -4.125773], [-3.614282, -0.393624, -4.670517], [-2.895821, -2.506915, -3.638730], [-0.930741, -2.570458, -2.149969], [2.485432, 1.618848, -0.255500], [2.367366, 4.041491, -0.581784], [0.682237, 5.029220, -2.073420], [-0.984403, 3.590542, -3.194848]], "atomic_forces_ev_per_a": [[0.1, 0.2, 0.1], [0.0, -0.9, -0.2], [0.0, -0.5, 0.0], [-0.4, 1.4, -0.1], [0.0, -0.2, 0.0], [0.0, 0.9, 0.1], [-0.1, -1.9, -0.8], [-0.1, 1.5, 0.1], [-0.5, -1.9, -0.4], [0.9, 0.0, 0.0], [-0.3, -0.5, 0.5], [0.1, 0.2, -0.1], [0.3, 0.6, -0.2], [-0.6, 0.4, -0.5], [0.3, 1.2, 0.3], [-0.1, -1.9, -0.5], [0.1, -0.6, -0.2], [1.0, 1.4, 0.7], [0.0, -0.1, 0.0], [-0.2, 0.1, 0.0], [-0.1, 0.1, -0.2], [0.2, 0.1, 0.1], [0.0, 0.2, 0.1], [0.0, 0.2, 0.1], [-0.1, 0.0, -0.1], [0.1, -0.1, 0.0], [0.0, 0.0, 0.0], [0.0, 0.1, 0.0], [0.0, 0.1, 0.1], [0.1, 0.2, 0.1], [-0.1, 0.1, -0.1], [0.5, -0.3, 0.0], [-0.1, 0.2, 0.1], [-0.3, 0.3, 0.1], [0.2, -0.1, 0.1], [0.2, 0.0, 0.1], [0.0, -0.2, -0.1], [-0.4, 0.2, -0.1], [-0.7, -0.3, -0.5], [-0.7, -0.9, -0.4], [0.7, 0.4, 0.5], [-0.1, -0.6, 0.0], [-0.4, 0.1, -0.3], [0.5, 0.5, 0.5], [0.5, 0.8, 0.4], [0.1, 0.6, 0.3], [-0.3, -0.7, -0.1], [-0.1, 0.4, 0.0], [0.5, 0.1, 0.4], [-0.3, -1.0, -0.1], [0.0, 0.1, 0.2], [0.0, 0.0, 0.2], [0.2, -0.1, 0.0], [0.0, -0.1, -0.1], [-0.1, 0.0, -0.2], [-0.2, 0.2, -0.1], [-0.2, 0.0, -0.1], [-0.1, -0.1, -0.1], [0.0, -0.3, 0.0], [0.2, 0.0, 0.1], [0.1, 0.1, 0.1], [0.0, 0.2, 0.0], [-0.2, 0.2, -0.1]], "orbital_gap_ev": 3.40, "e_lumo_ev": -2.844}

***

{"formula": "C32H26O5P2Pd", "method": "ωB97M-V/def2-TZVPD", "species": ["Pd", "C", "C", "P", "C", "C", "C", "C", "C", "C", "C", "C", "C", "C", "C", "C", "C", "P", "C", "C", "C", "C", "C", "C", "C", "C", "C", "C", "C", "C", "H", "H", "H", "H", "H", "H", "H", "H", "H", "H", "H", "H", "H", "H", "H", "H", "H", "H", "H", "H", "H", "H", "H", "H", "H", "H", "O", "C", "C", "O", "C", "C", "O", "C", "O", "O"], "positions_angstrom": [[-0.543194, -0.334867, -0.932046], [2.337987, 0.963025, 1.038687], [2.404767, 1.219680, -0.475143], [0.736196, 1.448592, -1.161556], [0.357253, 3.152500, -0.717557], [-0.672121, 3.431527, 0.175964], [-0.914434, 4.742007, 0.568576], [-0.137555, 5.772318, 0.062752], [0.887720, 5.499023, -0.835378], [1.140193, 4.193430, -1.222265], [0.823956, 1.325254, -2.970026], [1.386547, 0.175663, -3.538944], [1.338529, -0.010099, -4.911202], [0.715798, 0.929633, -5.720641], [0.131663, 2.057351, -5.159318], [0.178397, 2.256253, -3.789848], [1.795484, -0.422489, 1.396905], [0.010808, -0.670145, 1.170633], [-0.860066, 0.417622, 2.328916], [-0.265627, 0.849781, 3.511409], [-0.964529, 1.672503, 4.383208], [-2.265956, 2.052640, 4.086501], [-2.869387, 1.614030, 2.914707], [-2.165340, 0.808482, 2.032894], [-0.341176, -2.344938, 1.717808], [-1.665157, -2.706709, 1.963822], [-1.979808, -4.018959, 2.271212], [-0.976169, -4.976792, 2.339964], [0.341268, -4.624174, 2.089164], [0.660210, -3.314672, 1.762688], [1.755362, 1.750700, 1.528502], [3.349040, 1.040179, 1.440708], [2.866142, 0.368317, -0.980830], [3.001073, 2.109526, -0.680408], [-1.287108, 2.628190, 0.561938], [-1.714794, 4.952106, 1.266368], [-0.331263, 6.793944, 0.363498], [1.491187, 6.304666, -1.233146], [1.939753, 3.982973, -1.923916], [1.811957, -0.598774, -2.911187], [1.769457, -0.903278, -5.343086], [0.670827, 0.775772, -6.791059], [-0.367621, 2.781881, -5.789463], [-0.283636, 3.134980, -3.358748], [2.043846, -0.676690, 2.429152], [2.252056, -1.175863, 0.750678], [0.742204, 0.543311, 3.762036], [-0.494205, 2.011397, 5.297211], [-2.810907, 2.691132, 4.770006], [-3.886125, 1.904482, 2.683543], [-2.619440, 0.487360, 1.102779], [-2.458814, -1.974818, 1.879778], [-3.012923, -4.299482, 2.424631], [-1.226915, -6.008411, 2.549179], [1.118037, -5.377281, 2.091432], [1.679908, -3.075653, 1.495605], [-0.643908, -6.612813, -0.945231], [-0.559182, -5.421790, -1.087082], [-1.714467, -4.425797, -1.143583], [-2.892634, -4.689471, -1.026322], [-1.081859, -3.117177, -1.244510], [0.316404, -3.203058, -1.304049], [1.081793, -2.194583, -1.280089], [0.727956, -4.623493, -1.276287], [1.857150, -5.059914, -1.249724], [-1.714611, -1.980040, -1.210205]], "atomic_forces_ev_per_a": [[-0.4, -0.4, 0.0], [-0.1, 0.0, -0.1], [0.0, -0.1, 0.1], [0.2, -0.2, -0.2], [-0.1, 0.1, 0.0], [0.0, 0.0, -0.1], [0.0, 0.0, 0.0], [0.0, 0.0, 0.0], [0.0, 0.0, 0.0], [0.0, 0.0, 0.1], [0.0, 0.2, -0.1], [0.0, 0.0, 0.1], [0.0, 0.0, 0.0], [0.0, 0.0, 0.0], [0.0, 0.0, 0.0], [0.1, 0.0, 0.1], [0.0, 0.0, 0.0], [0.0, 0.1, 0.0], [0.0, 0.0, 0.0], [0.0, 0.0, 0.0], [0.0, 0.0, 0.0], [0.0, 0.0, 0.0], [0.0, 0.0, 0.0], [0.0, 0.0, 0.1], [0.1, -0.1, -0.1], [0.0, 0.0, 0.0], [0.0, 0.0, 0.0], [0.0, 0.0, 0.0], [0.0, 0.0, 0.0], [0.0, 0.0, 0.0], [0.0, 0.0, 0.0], [0.0, 0.0, 0.0], [0.0, 0.0, 0.0], [0.0, 0.0, -0.1], [0.1, 0.0, 0.0], [0.0, 0.0, 0.0], [0.0, 0.0, 0.0], [0.0, 0.0, 0.0], [0.0, 0.0, 0.0], [0.0, 0.0, 0.0], [0.0, 0.0, 0.0], [0.0, 0.0, 0.0], [0.0, 0.0, 0.0], [0.0, 0.0, 0.0], [0.0, 0.0, 0.0], [0.0, 0.0, 0.0], [0.0, 0.0, 0.0], [0.0, 0.0, 0.0], [0.0, 0.0, 0.0], [0.0, 0.0, 0.0], [0.0, 0.0, 0.0], [0.0, 0.0, 0.0], [0.0, 0.0, 0.0], [0.0, 0.0, 0.0], [0.0, 0.0, 0.0], [0.0, 0.0, 0.0], [0.0, 0.0, 0.2], [-0.1, -0.1, -0.7], [0.1, 0.1, 0.4], [-0.1, -0.1, -0.1], [-0.2, 0.0, -0.1], [0.1, 0.0, -0.2], [0.3, 0.1, 0.0], [0.1, 0.1, 0.7], [-0.1, -0.1, -0.2], [0.0, 0.3, 0.1]], "orbital_gap_ev": [5.41, 5.40], "e_lumo_ev": [-1.317, -1.319], "de_lowest_ev": 0.000}